19
Properties=species:S:1:pos:R:3:lowdin_charge:R:1 method="wB97M-V/def2-TZVPD" e_above_lowest_kj_mol=270.2 max_force_ev_per_a=0.41 homo_lumo_gap_ev=9.324 total_charge=0 lumo_ev=0.93
C -1.64125 1.03538 -0.04940 -0.07
C -1.34179 -0.37730 0.44823 -0.35
C -0.83946 -1.30679 -0.65744 -0.11
O 0.35986 -1.95875 -0.12143 -0.10
C 0.78411 -1.52268 1.02942 -0.04
C 2.48650 0.84314 -0.80047 -0.04
C -0.18748 -0.44810 1.47104 -0.17
H -2.43462 1.03937 -0.80564 0.08
H -0.74500 1.48171 -0.49871 0.07
H -1.96120 1.68181 0.77472 0.08
H -2.24971 -0.80012 0.89302 0.13
H -1.53221 -2.10382 -0.93698 0.12
H -0.52054 -0.77414 -1.55983 0.12
H 2.56127 0.00919 -0.09715 0.00
H 3.46193 1.32404 -0.90528 0.02
H 1.76513 1.57888 -0.43142 0.01
H 2.16076 0.46943 -1.77495 0.02
H 0.38552 0.48894 1.52635 0.11
H -0.51182 -0.66021 2.49593 0.11